DFT (ωB97M-V/def2-TZVPD) results for a molecular structure, C17H15Br15F2 at a distorted geometry.

Results
Multiplicity = 1
Energy = -39466.63818 a.u.
Orbital gap = 9.1 eV

```
49
Properties=species:S:1:pos:R:3:forces:R:3
F 4.433 -0.630 4.586 0.025 0.173 -0.122
C 4.635 -0.055 3.378 -0.235 -0.289 0.025
C 3.544 0.283 2.606 -0.272 0.078 -0.110
C 3.759 0.821 1.344 0.209 -0.280 0.059
C 5.051 0.989 0.877 -0.305 0.443 -0.283
C 6.128 0.662 1.677 0.283 -0.191 -0.083
C 5.928 0.121 2.935 0.202 -0.223 0.077
H 2.525 0.181 2.957 0.161 -0.230 0.217
H 2.907 1.110 0.745 0.084 -0.019 -0.018
H 5.200 1.438 -0.097 0.150 -0.064 -0.005
H 7.133 0.791 1.294 0.021 0.020 0.089
H 6.749 -0.231 3.546 0.011 0.165 0.045
F 0.529 1.668 0.479 0.252 -2.687 -1.133
C -0.229 0.648 0.003 -0.578 -1.002 -0.502
C 0.381 -0.351 -0.734 0.323 0.371 0.632
C -0.395 -1.388 -1.216 -0.149 -0.563 0.200
C -1.748 -1.452 -0.915 -0.032 0.184 0.340
C -2.329 -0.445 -0.149 -0.232 -0.227 -0.582
C -1.583 0.626 0.288 0.298 0.682 0.052
H 1.462 -0.355 -0.796 -0.041 0.039 -0.359
H 0.079 -2.210 -1.738 -0.004 0.092 -0.097
H -2.353 -2.311 -1.172 0.111 -0.011 -0.193
H -3.390 -0.483 0.066 0.043 -0.013 0.057
H -2.018 1.460 0.827 -0.034 -0.340 -0.089
C -5.553 1.540 2.154 0.111 0.041 -0.321
Br -4.728 2.992 1.203 -0.124 0.122 -0.027
Br -4.198 0.373 2.844 0.107 -0.091 0.356
Br -6.757 0.566 1.020 -0.132 -0.039 0.000
H -6.113 1.961 2.975 -0.027 -0.056 0.077
C -2.789 -2.696 -5.856 0.133 -0.424 -0.036
Br -3.010 -4.605 -6.035 -0.049 -0.053 0.004
Br -2.652 -2.185 -4.022 0.120 0.133 0.243
Br -4.182 -1.745 -6.738 -0.153 0.171 -0.212
H -1.844 -2.479 -6.330 -0.018 0.200 -0.067
C 0.404 3.624 1.697 -0.212 1.154 0.577
Br 1.866 2.965 2.746 -0.167 0.491 0.197
Br 0.527 5.504 1.364 0.054 0.332 0.060
Br -1.293 3.176 2.512 0.186 0.345 0.285
H 0.430 3.115 0.746 -0.086 1.569 0.640
C -4.185 -3.304 1.985 0.146 0.028 -0.165
Br -4.956 -4.488 3.270 -0.106 -0.074 0.133
Br -4.591 -3.857 0.185 -0.029 0.007 -0.056
Br -2.287 -3.121 2.244 -0.018 0.010 0.089
H -4.623 -2.325 2.115 -0.037 0.021 0.049
C 2.793 0.962 -4.194 -0.124 -0.372 -0.125
Br 4.085 0.438 -5.513 0.098 0.160 -0.088
Br 3.554 0.887 -2.436 0.028 0.061 0.105
Br 1.230 -0.160 -4.346 -0.078 0.087 0.107
H 2.473 1.974 -4.383 0.086 0.071 -0.044
```
Forces are in eV/Å.


DFT (ωB97M-V/def2-TZVPD) results for a gas-phase ion, C3H2I2N2O (charge +2) at a distorted geometry.

Results
Multiplicity = 1
Energy = -894.69454 a.u.
Net charge = +2
Orbital gap (alpha / beta) = 6.1 / 6.8 eV

```
10
Properties=species:S:1:pos:R:3:forces:R:3
C -1.031 -0.297 0.129 -3.534 2.207 -1.391
C -2.207 0.196 -0.342 -0.760 0.683 -0.047
C -0.683 1.877 -0.214 -0.106 -1.112 0.597
N -0.170 0.751 0.223 4.086 0.233 0.613
N -2.003 1.656 -0.525 2.196 -3.121 0.844
O -2.765 2.385 -1.087 -2.302 2.379 -1.267
I -4.140 -0.598 -0.936 1.230 0.387 0.620
I -5.678 -0.597 1.271 0.315 0.062 -0.275
H -0.864 -1.271 0.326 1.204 -2.922 0.872
H 0.874 0.525 0.491 -2.329 1.205 -0.565
```
Forces are in eV/Å.


DFT (ωB97M-V/def2-TZVPD) results for a single C7H10 molecule.

Results
Multiplicity = 1
Energy = -272.57142 a.u.
Orbital gap = 9.1 eV

```
17
Properties=species:S:1:pos:R:3:forces:R:3
C 0.659 1.468 -1.127 0.044 -0.024 -0.028
C -0.169 1.358 0.149 -0.056 0.173 -0.072
C -1.209 -0.253 1.197 0.257 -0.133 -0.196
C -1.277 -1.432 0.244 -0.043 0.025 0.045
C 0.143 -1.838 -0.087 0.112 0.104 0.084
C 0.992 -0.956 0.435 -0.128 -0.103 -0.081
C 0.219 0.156 1.112 -0.045 -0.056 0.155
H 0.285 2.298 -1.736 0.089 -0.130 0.104
H 1.717 1.650 -0.909 -0.145 -0.042 -0.016
H 0.591 0.553 -1.724 0.021 0.163 0.088
H -0.131 2.275 0.742 0.008 -0.148 -0.069
H -1.232 1.271 -0.136 0.081 0.007 0.013
H -1.880 -1.162 -0.636 0.039 -0.036 0.125
H -1.861 -2.221 0.737 0.053 0.073 -0.034
H 0.408 -2.720 -0.665 -0.023 0.138 0.094
H 2.077 -1.003 0.380 -0.175 0.039 -0.049
H 0.669 0.557 2.024 -0.090 -0.052 -0.164
```
Forces are in eV/Å.


DFT (ωB97M-V/def2-TZVPD) results for 4 unconnected molecules or ions with the total composition C25H20N4O10 at a distorted geometry.

Results
Multiplicity = 1
Energy = -1935.76527 a.u.
SMILES string = CCC1=C(OC#N)C(=O)OC1=O.O=[N+]([O-])c1ccccc1.O=[N+]([O-])c1ccccc1.O=[N+]([O-])c1ccccc1
Orbital gap = 9.1 eV

```
59
Properties=species:S:1:pos:R:3:forces:R:3
C -1.767 2.087 3.797 -0.430 0.344 -0.236
C -2.944 1.748 2.845 0.255 0.317 0.323
C -3.996 2.772 3.022 0.250 -0.082 -0.590
C -4.984 2.745 3.876 -1.076 0.480 0.656
O -5.294 1.750 4.789 0.518 0.011 -0.032
C -6.403 1.176 4.451 -2.258 -0.489 -0.554
N -7.439 0.789 4.089 1.474 0.153 0.576
C -5.851 3.963 3.762 0.159 -0.785 0.419
O -6.885 4.208 4.291 0.641 0.259 -0.337
O -5.186 4.759 2.853 -0.843 1.164 -0.545
C -4.167 4.070 2.272 1.034 -1.187 0.233
O -3.525 4.418 1.334 -0.378 0.451 0.170
H -1.976 3.024 4.300 0.011 0.250 0.175
H -1.646 1.346 4.571 0.269 -0.327 -0.018
H -0.869 2.258 3.221 0.386 -0.280 0.071
H -3.393 0.795 3.090 0.103 -0.337 0.015
H -2.595 1.715 1.823 -0.068 0.038 -0.322
O 1.146 -2.122 3.884 0.062 -0.109 0.071
N 0.620 -1.296 3.171 0.048 0.011 -0.026
O -0.508 -0.872 3.324 -0.210 0.072 0.048
C 1.393 -0.771 2.039 0.118 0.088 -0.237
C 2.668 -1.254 1.810 0.231 -0.198 0.047
C 3.385 -0.774 0.726 -0.072 0.097 -0.110
C 2.822 0.182 -0.109 -0.017 -0.022 0.041
C 1.543 0.665 0.139 0.316 -0.112 0.262
C 0.822 0.186 1.220 -0.139 0.138 -0.074
H 3.108 -1.998 2.458 -0.122 -0.005 0.087
H 4.380 -1.150 0.532 0.000 -0.035 0.023
H 3.381 0.550 -0.960 0.006 0.008 0.005
H 1.112 1.407 -0.505 -0.063 0.101 -0.021
H -0.174 0.556 1.412 -0.020 -0.096 0.089
O 0.319 -0.126 -4.065 0.008 -0.149 -0.103
N 0.298 0.916 -3.449 -0.009 -0.008 0.033
O -0.030 1.019 -2.282 -0.170 0.047 -0.122
C 0.696 2.139 -4.157 0.062 0.247 -0.119
C 1.044 2.059 -5.493 0.036 -0.111 -0.213
C 1.399 3.217 -6.164 -0.006 0.104 0.093
C 1.405 4.434 -5.496 0.000 -0.006 -0.002
C 1.061 4.496 -4.153 0.033 -0.033 -0.122
C 0.703 3.343 -3.475 -0.023 0.126 0.185
H 1.038 1.111 -6.011 -0.052 -0.068 0.114
H 1.668 3.171 -7.210 0.003 -0.025 -0.010
H 1.678 5.338 -6.025 0.008 0.004 -0.001
H 1.069 5.444 -3.634 -0.009 -0.002 0.027
H 0.431 3.391 -2.431 -0.048 -0.123 -0.002
O 4.821 -4.517 0.224 0.033 0.089 0.135
N 4.418 -5.035 -0.797 0.006 0.016 0.002
O 5.115 -5.313 -1.749 0.079 -0.056 -0.130
C 2.984 -5.338 -0.888 -0.251 -0.046 -0.016
C 2.159 -5.000 0.168 -0.091 0.137 0.272
C 0.802 -5.261 0.073 -0.032 -0.066 -0.136
C 0.290 -5.862 -1.069 0.007 0.000 -0.007
C 1.134 -6.205 -2.117 -0.051 0.050 0.127
C 2.491 -5.942 -2.030 0.001 -0.096 -0.229
H 2.556 -4.533 1.056 0.137 0.002 -0.057
H 0.145 -4.995 0.889 0.017 0.006 0.025
H -0.771 -6.061 -1.144 -0.004 -0.006 0.001
H 0.733 -6.674 -3.005 0.018 -0.006 -0.019
H 3.149 -6.205 -2.845 0.113 0.057 0.065
```
Forces are in eV/Å.